Run P
10
Properties=species:S:1:pos:R:3 method="wB97M-V/def2-TZVPD" smiles="O=C1OCNN1Cl" total_charge=0
C 2.03582 -1.20497 -0.10569
C 0.00897 -0.34850 0.35223
N 0.74316 0.65199 -0.39665
N 2.03177 0.13899 -0.54804
O 2.96625 -1.93912 -0.12772
O 0.78683 -1.53382 0.27511
Cl 3.28242 1.11070 0.21820
H -0.07512 -0.05302 1.40907
H -0.98444 -0.53509 -0.06036
H 0.35851 0.84876 -1.31691

=====

Run Q
10
Properties=species:S:1:pos:R:3 method="wB97M-V/def2-TZVPD" smiles="O/N=C/Cl.N=C=O" total_charge=0
C 1.14301 2.02875 0.41755
C -0.93633 -0.62581 0.71102
N -1.75845 -1.44391 0.26888
N 2.03677 1.32854 0.69994
O 0.11781 2.44653 0.08566
O -2.74574 -0.98398 -0.49185
Cl 0.25325 -1.33532 1.77208
H -0.60361 0.27560 0.30889
H -2.79809 -0.05290 -0.83044
H 3.02494 1.32602 0.87463

=====

What should be chosen as the most stable of them? Choose run P.

=====

Run P
9
Properties=species:S:1:pos:R:3 method="wB97M-V/def2-TZVPD" total_charge=0
B 0.94127 0.40475 1.27765
C -0.54306 0.34509 -1.12563
C -0.59111 -0.69032 -0.16661
O -1.37187 1.13605 -1.37817
F 0.67318 0.30368 -1.80938
F -1.74202 -0.93276 0.39820
H 2.08783 0.42302 0.80792
H 0.38288 0.49927 2.22065
H 0.16290 -1.48876 -0.22463

=====

Run Q
9
Properties=species:S:1:pos:R:3 method="wB97M-V/def2-TZVPD" smiles="O=C(F)CBF" total_charge=0
B -1.25719 -0.15332 -0.57283
C 1.40900 -0.12908 0.18745
C -0.00561 0.05721 0.48452
O 2.27488 -0.86662 0.41948
F 1.86920 0.94562 -0.57230
F -2.50286 -0.08833 -0.20519
H -0.39699 -0.60360 1.29163
H -1.23575 -0.34015 -1.82449
H -0.15468 1.17829 0.79175

=====

What should be chosen as the most stable of them? Choose run Q.